No. 1
{"formula": "C26H44As3Cl5CrN3", "method": "wB97M-V/def2-TZVPD", "species": ["Cr", "Cl", "C", "C", "C", "Cl", "C", "Cl", "C", "Cl", "C", "Cl", "C", "As", "C", "C", "C", "C", "C", "As", "C", "C", "C", "As", "C", "C", "H", "H", "H", "H", "H", "H", "H", "H", "H", "H", "H", "H", "H", "H", "H", "H", "H", "H", "H", "H", "H", "H", "H", "H", "H", "H", "H", "C", "C", "C", "N", "C", "C", "H", "H", "H", "H", "H", "C", "C", "C", "C", "N", "N", "H", "H", "H", "H", "H", "H", "H", "H", "H", "H", "H", "H"], "positions_angstrom": [[0.19048, -0.59815, 0.00270], [-1.21219, 1.53265, 1.88946], [-1.60398, -0.12640, 2.34755], [-1.00664, -1.15254, 1.62781], [-1.24778, -2.42600, 2.10907], [-0.39920, -3.77891, 1.34861], [-2.07137, -2.69732, 3.20252], [-2.32845, -4.30531, 3.74003], [-2.68125, -1.63323, 3.86779], [-3.70386, -1.92405, 5.21064], [-2.43485, -0.32641, 3.44715], [-3.13428, 0.99976, 4.27930], [2.89110, 1.28458, 2.36076], [2.01697, -0.31963, 1.73728], [1.62550, -1.11632, 3.46141], [3.45101, -1.55662, 1.21561], [4.30186, -1.29916, -0.03920], [5.01168, 0.05612, 0.07411], [3.52178, -1.38052, -1.36189], [2.02507, -0.17481, -1.74256], [1.81072, -0.64098, -3.60890], [2.83883, 1.56351, -2.00664], [5.42417, -2.36218, -0.07693], [5.20517, -4.31894, -0.33564], [3.37029, -4.76771, 0.19188], [4.90639, -4.36039, -2.27215], [3.83718, 1.00823, 2.82006], [2.23758, 1.73275, 3.10679], [3.06232, 2.00037, 1.56241], [2.52482, -1.06526, 4.07247], [1.32608, -2.15359, 3.32777], [0.81995, -0.56884, 3.94728], [2.92752, -2.50874, 1.13704], [4.11518, -1.63294, 2.08018], [4.32189, 0.89817, 0.09698], [5.68588, 0.20667, -0.77247], [5.61093, 0.10005, 0.98635], [3.07586, -2.36929, -1.47493], [4.22421, -1.26158, -2.19071], [2.77319, -0.50403, -4.09836], [1.07605, 0.01746, -4.07231], [1.47931, -1.67211, -3.69298], [3.84051, 1.42301, -2.40642], [2.88898, 2.13766, -1.08482], [2.23001, 2.10638, -2.72806], [6.00546, -2.27362, 0.84341], [6.11432, -2.10642, -0.88776], [3.26228, -4.75011, 1.27580], [3.22535, -5.79682, -0.13988], [2.60056, -4.14612, -0.26754], [5.71805, -3.83112, -2.77186], [3.95293, -3.92356, -2.56864], [4.93326, -5.40061, -2.59411], [-1.80169, 3.45827, -2.94690], [-0.76968, 3.56761, -2.02858], [-0.42624, 2.45343, -1.28562], [-1.03332, 1.26826, -1.40625], [-2.03379, 1.18227, -2.28490], [-2.45059, 2.24177, -3.07545], [-2.09982, 4.31082, -3.54412], [-0.24201, 4.50035, -1.87969], [0.36794, 2.51471, -0.54962], [-2.54380, 0.22721, -2.35417], [-3.27278, 2.11205, -3.76578], [-3.22766, -2.41765, -3.28431], [-1.81780, -3.00459, -3.21860], [-1.25153, -3.16194, -4.62283], [-1.83573, -4.34659, -2.49829], [-0.85665, -2.10763, -2.52991], [-1.17815, -1.81012, -1.16780], [-3.90808, -3.11382, -3.77721], [-3.23751, -1.48565, -3.85839], [-3.64832, -2.22716, -2.29225], [-1.91172, -3.77844, -5.23426], [-0.26744, -3.63261, -4.59076], [-1.15428, -2.18976, -5.11771], [-2.36223, -5.08340, -3.10590], [-2.35538, -4.30061, -1.53694], [-0.81813, -4.70798, -2.32983], [-0.82252, -1.21364, -3.01059], [-1.12710, -2.68672, -0.65104], [-2.13604, -1.47360, -1.05086]], "e_tot_ha": -11233.911819, "max_force_ev_per_a": 0.72, "lumo_ev": [-2.12, -2.30], "spin_multiplicity": 5, "e_above_lowest_kj_mol": 7.8, "charge": 1}

=====

No. 2
{"formula": "C26H44BrHgN3OP2", "method": "wB97M-V/def2-TZVPD", "species": ["N", "C", "C", "C", "C", "C", "C", "Hg", "P", "C", "C", "C", "C", "C", "C", "C", "Br", "H", "H", "H", "H", "H", "H", "H", "H", "H", "H", "P", "C", "C", "H", "H", "H", "H", "H", "C", "C", "H", "H", "H", "H", "H", "C", "C", "H", "H", "H", "H", "H", "C", "C", "H", "H", "H", "H", "H", "C", "C", "H", "H", "H", "H", "H", "C", "C", "H", "H", "H", "H", "H", "N", "C", "N", "O", "H", "H", "H", "H"], "positions_angstrom": [[-5.06780, 3.18633, -5.06604], [-5.00713, 3.43264, -3.76410], [-4.08988, 2.77780, -2.93743], [-3.15746, 1.87954, -3.52100], [-3.25812, 1.62084, -4.90669], [-4.25243, 2.30044, -5.63017], [-2.03640, 1.42303, -2.69826], [-0.27547, -0.21252, -2.31456], [3.04877, -0.43600, -1.59594], [-0.66694, 1.73641, -3.06940], [0.00790, 2.87004, -2.37570], [0.97917, 3.61693, -3.06242], [1.73045, 4.57668, -2.40088], [1.47720, 4.85990, -1.04904], [0.45104, 4.17946, -0.38828], [-0.27771, 3.19259, -1.04448], [2.51749, 6.08039, -0.14963], [-2.31197, 1.24560, -1.64847], [-0.43323, 1.75576, -4.14570], [-4.04143, 3.03562, -1.87800], [-2.56326, 0.92957, -5.39048], [-5.70153, 4.17166, -3.34906], [-4.35900, 2.09863, -6.70275], [1.12154, 3.44088, -4.13671], [-1.11828, 2.70415, -0.54889], [2.51040, 5.10194, -2.93860], [0.23429, 4.45502, 0.64310], [-0.99773, -2.55837, -1.81508], [2.73536, 1.31641, -1.31869], [4.05210, 2.08228, -1.11911], [2.07111, 1.41453, -0.44719], [2.20580, 1.70133, -2.19653], [3.87434, 3.09219, -0.73920], [4.70520, 1.55345, -0.41611], [4.58223, 2.17767, -2.07282], [2.66450, -1.24202, -3.16948], [3.87927, -2.03050, -3.71804], [2.37241, -0.44495, -3.87694], [1.79869, -1.91122, -2.99689], [3.73007, -2.28294, -4.77198], [4.78892, -1.41990, -3.62917], [4.02018, -2.96806, -3.16217], [2.54615, -1.38084, -0.13955], [3.65314, -1.50994, 0.92626], [2.26013, -2.38878, -0.48267], [1.64592, -0.87558, 0.25577], [3.35385, -2.22110, 1.70665], [4.57610, -1.88443, 0.46764], [3.86209, -0.54966, 1.41920], [-0.34322, -3.24840, -0.25651], [-0.98991, -4.50949, 0.33186], [-0.33213, -2.43109, 0.48239], [0.70333, -3.47944, -0.47623], [-2.02451, -4.35411, 0.64780], [-0.95250, -5.35181, -0.36328], [-0.43767, -4.82241, 1.22670], [-0.52846, -3.70851, -3.14824], [-0.45170, -3.10822, -4.55616], [-1.25854, -4.52821, -3.11946], [0.43771, -4.14022, -2.84117], [-1.45662, -2.88979, -4.94656], [0.12527, -2.17914, -4.57652], [0.04090, -3.82225, -5.22367], [-2.81929, -2.62230, -1.74767], [-3.38818, -1.71657, -0.64380], [-3.15480, -3.66787, -1.63330], [-3.18415, -2.29979, -2.73034], [-4.01113, -0.92515, -1.07429], [-4.00561, -2.27759, 0.06725], [-2.58978, -1.22168, -0.07578], [0.23740, 1.41569, 2.53912], [-0.41358, 0.38097, 1.92547], [-1.06434, -0.43684, 2.80246], [-0.40204, 0.18684, 0.69323], [0.40166, 1.36773, 3.53705], [0.87383, 1.96479, 1.97550], [-1.73565, -1.08151, 2.40558], [-1.18771, -0.13384, 3.75999]], "e_tot_ha": -4666.166879, "max_force_ev_per_a": 1.66, "lumo_ev": [-6.55, -8.15], "e_above_lowest_kj_mol": 22.3, "charge": 2}

=====

No. 3
{"formula": "C26H44F6N6O6P3W", "method": "wB97M-V/def2-TZVPD", "species": ["W", "O", "C", "C", "C", "C", "C", "C", "C", "N", "N", "C", "O", "C", "C", "C", "C", "C", "C", "H", "H", "H", "H", "H", "H", "H", "H", "H", "H", "C", "N", "C", "P", "O", "O", "P", "O", "N", "C", "C", "N", "C", "C", "N", "C", "C", "H", "H", "H", "H", "H", "H", "H", "H", "H", "H", "H", "H", "H", "H", "H", "H", "H", "H", "H", "H", "H", "H", "H", "H", "C", "C", "O", "C", "C", "H", "H", "H", "H", "H", "H", "H", "H", "H", "H", "F", "P", "F", "F", "F", "F", "F"], "positions_angstrom": [[0.16908, -0.22641, 0.41415], [0.49576, 0.32238, 2.22492], [1.29939, 1.20689, 2.81216], [1.77066, 0.99024, 4.09432], [2.57734, 1.95746, 4.67264], [2.91625, 3.15613, 4.00864], [2.42005, 3.40150, 2.76235], [1.59213, 2.42831, 2.12827], [0.88761, 2.74876, 0.98606], [0.08331, 1.89265, 0.31723], [-0.73578, 2.51986, -0.54087], [-1.47869, 1.63334, -1.13566], [-1.27567, 0.36432, -0.79985], [-2.43471, 2.01750, -2.14048], [-3.20738, 1.04688, -2.82578], [-4.11197, 1.45709, -3.75979], [-4.26548, 2.84819, -4.03850], [-3.49766, 3.81822, -3.36966], [-2.59131, 3.41686, -2.43193], [1.50232, 0.08701, 4.62530], [2.95541, 1.79269, 5.67461], [3.54675, 3.88104, 4.50487], [2.63700, 4.32680, 2.24294], [0.89495, 3.76285, 0.59837], [-3.07032, -0.00252, -2.60521], [-4.72201, 0.74469, -4.29908], [-4.98944, 3.15728, -4.78396], [-3.63181, 4.86635, -3.60013], [-1.98680, 4.13636, -1.89778], [4.10425, -1.32535, 1.96949], [3.60122, -1.93324, 0.72436], [4.49414, -1.76941, -0.43122], [2.25018, -2.78003, 0.81523], [1.00294, -1.93282, 1.20388], [1.92628, -3.27901, -0.69904], [0.67612, -2.87211, -1.60209], [0.31558, -1.41155, -1.17775], [1.18588, -3.04048, -3.10368], [2.57322, -3.25481, -3.56593], [0.17666, -3.10694, -4.18509], [-0.60055, -3.78503, -1.21936], [-0.46702, -5.23760, -1.49300], [-1.99136, -3.31139, -1.23418], [2.36897, -4.02390, 1.80565], [3.67140, -4.64349, 2.14467], [1.21064, -4.82779, 2.22382], [5.04091, -1.79339, 2.27333], [3.37965, -1.44067, 2.77600], [4.27968, -0.26293, 1.79591], [5.43176, -2.29887, -0.26073], [4.70250, -0.70799, -0.56279], [4.03044, -2.14782, -1.33482], [3.20622, -3.56917, -2.74337], [2.96764, -2.35476, -4.03165], [2.55774, -4.05890, -4.30010], [-0.81732, -2.86912, -3.80726], [0.16804, -4.10561, -4.62018], [0.43302, -2.38216, -4.95598], [-0.86056, -5.48423, -2.47979], [-1.03109, -5.78430, -0.73913], [0.57641, -5.54431, -1.43416], [-2.03234, -2.23571, -1.07353], [-2.54264, -3.81478, -0.44012], [-2.47249, -3.55657, -2.18315], [4.49233, -4.09329, 1.69478], [3.69103, -5.66614, 1.77096], [3.79076, -4.65405, 3.22685], [0.28688, -4.40040, 1.83977], [1.16204, -4.86735, 3.31141], [1.31530, -5.84225, 1.83946], [-3.87790, -0.39874, 0.93589], [-2.61919, -0.09791, 1.70353], [-1.50764, -1.03867, 1.33042], [-1.64925, -2.33938, 2.06280], [-1.14088, -2.27284, 3.47750], [-4.25932, -1.39876, 1.13540], [-3.73598, -0.27881, -0.13668], [-4.64636, 0.30429, 1.26269], [-2.74113, -0.20686, 2.77854], [-2.23988, 0.90451, 1.51447], [-1.12208, -3.05472, 1.44060], [-2.71380, -2.55687, 2.02366], [-0.06619, -2.11381, 3.51870], [-1.37252, -3.22825, 3.95254], [-1.64386, -1.50465, 4.06374], [1.90607, 0.22526, 0.03148], [1.52894, 0.81561, -3.81578], [2.65320, 0.08098, -3.02152], [1.78559, -0.15149, -5.02188], [2.01315, 2.08301, -4.49057], [1.15523, 1.55110, -2.43606], [-0.00955, 0.59347, -4.00415]], "e_tot_ha": -3486.436223, "max_force_ev_per_a": 0.40, "lumo_ev": [-13.26, -14.46], "spin_multiplicity": 2, "e_above_lowest_kj_mol": 10.8, "charge": 4}